Entry 1:
Entry from the Open Molecules 2025 dataset: a molecular structure, C18H20BrN6PdS2 (the ωB97M-V functional and the def2-TZVPD basis).

Output
HOMO-LUMO gap (spin up / spin down) (eV): 8.39 / 5.96
Max |F| (eV Å⁻¹): 1.49
E_tot (eV): -123117.558
E_HOMO (spin up / spin down) (eV): -11.21 / -11.12

```
! RIJCOSX wB97M-V def2-TZVPD def2/J DEFGRID3
* xyz 1 3
Pd 0.9585 0.9455 -0.7131
S 3.1277 0.7592 -1.6294
C 2.4219 -0.6755 -2.2605
N 1.2115 -0.9816 -1.8536
C 0.7006 -2.0702 -2.4906
C -0.5799 -2.5881 -2.3202
C -0.9434 -3.7018 -3.0452
C -0.0360 -4.3084 -3.9166
C 1.2357 -3.7999 -4.1072
C 1.5995 -2.6667 -3.4009
S 3.0975 -1.7669 -3.4387
H -1.2497 -2.0863 -1.6404
H -1.9399 -4.1049 -2.9507
H -0.3333 -5.1879 -4.4623
H 1.9206 -4.2653 -4.7990
Br -3.7134 5.6055 -2.6992
C -2.5941 4.1743 -2.1790
C -1.2750 4.1192 -2.6222
C -0.4795 3.0732 -2.1911
N -0.9216 2.1257 -1.3530
C -2.1893 2.1759 -0.9533
C -3.0664 3.1725 -1.3406
H -0.8771 4.8761 -3.2802
H 0.5602 2.9839 -2.5252
H -2.5199 1.3851 -0.2933
H -4.0865 3.1714 -0.9890
C 1.8983 0.1302 2.0292
N 1.7954 -0.3188 3.3995
C 0.9582 -1.5121 3.4499
N -0.3820 -1.2321 2.9425
C -0.2713 -0.7805 1.5714
N 0.5512 0.4490 1.4805
C -0.0577 1.4929 2.3286
N -0.1654 1.0419 3.6983
C 1.1715 0.7327 4.1952
C -0.9814 -0.1663 3.7395
H 2.3552 -0.6618 1.4194
H 2.5243 1.0305 1.9905
H 0.8907 -1.8628 4.4822
H 1.4121 -2.2972 2.8413
H -1.2737 -0.5763 1.1814
H 0.2001 -1.5680 0.9674
H -1.0570 1.7361 1.9523
H 0.5679 2.3926 2.2952
H 1.1047 0.4120 5.2373
H 1.7860 1.6338 4.1375
H -1.9733 0.0578 3.3406
H -1.0824 -0.4978 4.7746
*
```

Entry 2:
Entry from the Open Molecules 2025 dataset: CH3NO2 in the gas phase (the ωB97M-V functional and the def2-TZVPD basis).

Output
SMILES string: C[N+](=O)[O-]
HOMO-LUMO gap (eV): 11.58
Max |F| (eV Å⁻¹): 0.77
E_tot (eV): -6667.828
E_HOMO (eV): -11.31

```
! RIJCOSX wB97M-V def2-TZVPD def2/J DEFGRID3
* xyz 0 1
C 0.4196 0.3253 0.3929
N -0.5361 -0.4069 -0.4960
O -0.1408 -0.6723 -1.6180
O -1.6024 -0.7352 -0.0048
H 0.2989 1.3776 0.1540
H 1.4193 -0.0102 0.1543
H 0.1414 0.1216 1.4176
*
```

Entry 3:
Entry from the Open Molecules 2025 dataset: 2 unconnected molecules or ions with the total composition C2H2ClI (the ωB97M-V functional and the def2-TZVPD basis).

Output
SMILES string: C#CCl.I
HOMO-LUMO gap (eV): 10.61
Max |F| (eV Å⁻¹): 3.63
E_tot (eV): -22726.668
E_HOMO (eV): -10.11

```
! RIJCOSX wB97M-V def2-TZVPD def2/J DEFGRID3
* xyz 0 1
C 1.9921 -0.6445 0.6551
C 1.3693 0.3557 0.3637
Cl 0.5044 1.7318 0.0327
H 2.3339 -1.5828 0.4594
I -3.3771 -0.6280 -0.5645
H -2.8226 0.7678 -0.9465
*
```

Entry 4:
Entry from the Open Molecules 2025 dataset: a molecular structure, C36H36ClCuN6O4PS (the ωB97M-V functional and the def2-TZVPD basis).

Output
HOMO-LUMO gap (eV): 8.19
Max |F| (eV Å⁻¹): 0.11
E_tot (eV): -132328.041
E_HOMO (eV): -10.94

```
! RIJCOSX wB97M-V def2-TZVPD def2/J DEFGRID3
* xyz 1 1
Cu 1.4684 0.1647 1.1504
Cl 3.3757 -2.4901 1.9337
C 2.0086 -3.5456 2.1489
C 2.1887 -4.6718 2.9344
C 1.1398 -5.5623 3.0984
C -0.0735 -5.3273 2.4703
C -0.2402 -4.1942 1.6901
C 0.7923 -3.2710 1.5220
P 0.6075 -1.7787 0.4834
C -1.2015 -1.7098 0.2172
C -1.7787 -1.7599 -1.0489
C -3.1581 -1.6421 -1.1984
C -3.9683 -1.4893 -0.0828
C -3.3996 -1.4384 1.1855
C -2.0263 -1.5352 1.3302
C 1.2598 -2.3153 -1.1310
C 1.5964 -1.3250 -2.0538
C 2.0670 -1.6638 -3.3130
C 2.2213 -3.0012 -3.6542
C 1.8988 -3.9915 -2.7377
C 1.4155 -3.6528 -1.4813
H 3.1474 -4.8467 3.4022
H 1.2778 -6.4437 3.7099
H -0.8909 -6.0263 2.5830
H -1.1906 -4.0254 1.2015
H -1.1580 -1.9059 -1.9243
H -3.5988 -1.6819 -2.1876
H -5.0431 -1.4265 -0.1983
H -4.0282 -1.3267 2.0595
H -1.5899 -1.4937 2.3229
H 1.4864 -0.2816 -1.7824
H 2.3201 -0.8867 -4.0230
H 2.5965 -3.2708 -4.6324
H 2.0230 -5.0336 -3.0007
H 1.1664 -4.4353 -0.7754
N 3.0936 2.6075 2.2912
C 2.2357 2.0988 3.2629
C 2.1307 2.8115 4.4655
C 1.2837 2.3494 5.4437
C 0.5659 1.1751 5.2247
C 0.7276 0.5420 4.0168
N 1.5262 0.9978 3.0356
C 3.8457 1.9608 1.3114
C 5.0113 2.5997 0.8675
C 5.7656 1.9989 -0.1125
C 5.3660 0.7647 -0.6213
C 4.2108 0.2087 -0.1254
N 3.4436 0.8001 0.8077
H 3.4962 3.4904 2.5598
H 2.7227 3.7041 4.6191
H 1.1924 2.8857 6.3787
H -0.0958 0.7663 5.9738
H 0.2011 -0.3773 3.7925
H 5.3115 3.5458 1.2984
H 6.6661 2.4786 -0.4717
H 5.9353 0.2525 -1.3825
H 3.8498 -0.7472 -0.4848
C -6.6705 1.7548 -1.9515
C -5.1715 1.8539 -1.6963
S -4.2998 1.7503 -3.2482
O -4.5078 2.9775 -3.9683
O -4.6116 0.4783 -3.8438
C -2.5792 1.6793 -2.7923
C -2.0714 2.9364 -2.0985
N -0.7536 2.6628 -1.5192
C -0.5717 2.0708 -0.3171
N 0.7046 1.7881 -0.1003
C 1.3880 2.2227 -1.1989
C 0.5018 2.7499 -2.0836
N 0.7871 3.2439 -3.3988
O -0.1528 3.4915 -4.1320
O 1.9595 3.3538 -3.6874
C -1.6750 1.7818 0.6342
H -7.2073 1.8245 -1.0066
H -6.9181 0.8067 -2.4255
H -7.0051 2.5647 -2.5976
H -4.8047 1.0337 -1.0764
H -4.9087 2.8077 -1.2379
H -2.0562 1.5166 -3.7369
H -2.4545 0.7944 -2.1657
H -2.7186 3.2298 -1.2739
H -2.0043 3.7652 -2.7923
H 2.4538 2.1229 -1.3142
H -2.3952 1.0748 0.2160
H -2.2061 2.6940 0.9125
H -1.2481 1.3406 1.5314
*
```

Entry 5:
Entry from the Open Molecules 2025 dataset: a molecular structure, C5H10HgO3 (the ωB97M-V functional and the def2-TZVPD basis).

Output
HOMO-LUMO gap (spin up / spin down) (eV): 8.47 / 6.80
Max |F| (eV Å⁻¹): 5.47
E_tot (eV): -15651.780
E_HOMO (spin up / spin down) (eV): -12.64 / -12.61

```
! RIJCOSX wB97M-V def2-TZVPD def2/J DEFGRID3
* xyz 1 2
O -2.5596 -0.0280 1.4912
C -1.8641 -0.3987 2.4747
C -0.4845 -0.6976 2.2502
O -0.0739 -0.2080 1.0833
C 1.2050 0.3556 0.7613
C 1.3500 0.1667 -0.7304
O 0.1002 0.4833 -1.3382
C 0.1718 0.6228 -2.7565
Hg -1.6300 -0.1343 -0.3832
H -2.3194 -0.6525 3.4403
H 0.2644 -0.7975 3.0382
H 1.9958 -0.1654 1.3120
H 1.1527 1.4161 1.0361
H 1.6128 -0.8735 -0.9745
H 2.1339 0.8379 -1.1075
H -0.8455 0.7990 -3.1203
H 0.8048 1.4832 -3.0088
H 0.5800 -0.2923 -3.2073
H -1.5943 -1.9168 -0.2605
*
```

Entry 6:
Entry from the Open Molecules 2025 dataset: a molecular structure, C31H40N4SbSr (the ωB97M-V functional and the def2-TZVPD basis).

Output
HOMO-LUMO gap (eV): 7.19
Max |F| (eV Å⁻¹): 2.56
E_tot (eV): -46123.739
E_HOMO (eV): -9.51

```
! RIJCOSX wB97M-V def2-TZVPD def2/J DEFGRID3
* xyz 1 1
Sr 1.5260 0.7772 0.2996
N 2.2858 -1.4464 1.6155
C 2.4032 -1.8548 0.2095
C 3.6323 -1.2550 -0.5214
N 3.8268 0.2142 -0.5475
C 3.5589 0.8563 -1.8571
C 2.1237 0.6296 -2.3949
N 1.1968 1.7363 -2.1307
H 1.6225 -2.0581 2.0820
H 3.1751 -1.5558 2.0914
H 2.5096 -2.9364 0.0798
H 1.4388 -1.6157 -0.2632
H 4.4985 -1.7037 -0.0307
H 3.6182 -1.6576 -1.5398
H 4.7807 0.4159 -0.2847
H 3.7590 1.9241 -1.7476
H 4.2347 0.4736 -2.6273
H 2.1930 0.3566 -3.4489
H 1.7380 -0.2808 -1.9098
H 1.6340 2.6250 -2.3502
H 0.3852 1.6504 -2.7322
C 3.0262 2.6825 3.3791
N 2.1520 1.5416 3.1040
C 2.4148 0.4967 4.0850
C 0.7322 1.9211 3.1821
C 0.3703 3.1082 2.3084
C -0.4592 4.0874 2.8470
C -0.8114 5.1914 2.0827
C -0.3280 5.2966 0.7870
C 0.4833 4.2911 0.2676
C 0.8748 3.1586 0.9952
H 2.8264 3.1100 4.3719
H 2.8807 3.4540 2.6285
H 4.0647 2.3490 3.3543
H 2.2978 0.8666 5.1134
H 3.4352 0.1241 3.9759
H 1.7188 -0.3318 3.9468
H 0.4400 2.1126 4.2262
H 0.1544 1.0281 2.8782
H -0.8240 3.9979 3.8657
H -1.4478 5.9631 2.4966
H -0.5855 6.1598 0.1838
H 0.8225 4.4171 -0.7606
C -6.1225 0.7202 -1.1995
C -5.2045 1.5377 -0.5581
C -3.8820 1.1318 -0.4343
C -3.4834 -0.0976 -0.9515
C -4.4071 -0.9158 -1.5975
C -5.7254 -0.5050 -1.7206
Sb -1.4712 -0.6761 -0.7092
C -1.0588 -1.5474 -2.6048
C -1.5712 -0.9666 -3.7633
C -1.1656 -1.4155 -5.0142
C -0.2402 -2.4444 -5.1186
C 0.2756 -3.0300 -3.9701
C -0.1283 -2.5805 -2.7198
C -1.5677 -2.4335 0.4900
C -1.1697 -2.3101 1.8215
C -1.1672 -3.4137 2.6656
C -1.5558 -4.6541 2.1792
C -1.9564 -4.7861 0.8565
C -1.9637 -3.6813 0.0153
H -7.1521 1.0383 -1.2968
H -5.5140 2.4932 -0.1558
H -3.1677 1.7808 0.0608
H -4.1027 -1.8720 -2.0082
H -6.4441 -1.1400 -2.2219
H -2.3066 -0.1718 -3.6953
H -1.5798 -0.9664 -5.9076
H 0.0702 -2.7971 -6.0932
H 0.9832 -3.8457 -4.0490
H 0.2652 -3.0638 -1.8312
H -0.8794 -1.3407 2.2190
H -0.8754 -3.3029 3.7024
H -1.5567 -5.5161 2.8331
H -2.2704 -5.7510 0.4801
H -2.2840 -3.7980 -1.0135
*
```

Entry 7:
Entry from the Open Molecules 2025 dataset: a molecular structure, C17H35I2N2O3PtSi3 (the ωB97M-V functional and the def2-TZVPD basis).

Output
HOMO-LUMO gap (eV): 7.01
Max |F| (eV Å⁻¹): 1.02
E_tot (eV): -70399.068
E_HOMO (eV): -11.95

```
! RIJCOSX wB97M-V def2-TZVPD def2/J DEFGRID3
* xyz 1 1
Pt 0.1583 1.2152 0.4021
C -1.3733 -2.5316 -1.9064
O -0.6407 -1.5524 -1.1859
Si 1.0001 -1.7154 -0.9050
C 1.8102 -2.3427 -2.4822
C 1.2372 -3.0426 0.4055
C 1.6164 -0.0100 -0.4265
Si 3.2289 -0.0386 0.6118
C 3.0569 -0.9307 2.2740
C 3.8546 1.7060 0.9681
C 4.5729 -0.9722 -0.3236
Si 1.6281 1.1413 -1.8978
C 3.1274 0.9479 -3.0061
C 0.1122 0.9306 -2.9981
C 1.3706 2.8335 -1.0540
H -0.9748 -2.6686 -2.9141
H -2.4062 -2.1948 -1.9924
H -1.3643 -3.4992 -1.3950
H 1.5178 -3.3813 -2.6542
H 2.8985 -2.3290 -2.4015
H 1.5349 -1.7744 -3.3709
H 0.8149 -3.9829 0.0415
H 0.7620 -2.8116 1.3587
H 2.2940 -3.2270 0.6005
H 2.0350 -1.0598 2.6185
H 3.6082 -0.3909 3.0473
H 3.4900 -1.9297 2.2153
H 3.0772 2.3534 1.3820
H 4.2654 2.1926 0.0814
H 4.6615 1.6553 1.7016
H 4.2452 -1.9702 -0.6209
H 5.4344 -1.1081 0.3341
H 4.9220 -0.4530 -1.2159
H 3.1794 -0.0749 -3.3757
H 4.0697 1.1786 -2.5089
H 3.0431 1.6145 -3.8675
H 0.1734 0.0318 -3.6143
H 0.0292 1.7840 -3.6775
H -0.8135 0.8615 -2.4239
H 2.3129 3.1994 -0.6559
H 0.6717 2.9690 -0.1854
H 0.9669 3.5132 -1.8045
I -1.8831 2.9390 1.1687
I -2.7952 3.6157 -1.2245
O 2.0094 2.2516 7.0255
C 1.3360 1.0260 7.1612
N 0.7693 0.7816 5.8517
C 0.1182 -0.3643 5.5833
O -0.0313 -1.2497 6.4027
C -0.4263 -0.5427 4.1874
C -1.3650 -1.5475 3.9833
C -1.8497 -1.7615 2.7085
C -1.3782 -0.9909 1.6618
N -0.4577 -0.0345 1.8559
C 0.0059 0.1889 3.0994
H 2.3466 2.5276 7.8835
H 0.5408 1.0772 7.9122
H 2.0120 0.2045 7.4144
H 0.7717 1.5694 5.2262
H -1.6822 -2.1399 4.8311
H -2.5851 -2.5271 2.5072
H -1.6975 -1.1284 0.6396
H 0.7692 0.9508 3.1778
*
```

Entry 8:
Entry from the Open Molecules 2025 dataset: 4 unconnected molecules or ions with the total composition CH11N3O3 (the ωB97M-V functional and the def2-TZVPD basis).

Output
SMILES string: N=C(N)N.O.O.O
HOMO-LUMO gap (eV): 9.69
Max |F| (eV Å⁻¹): 5.51
E_tot (eV): -11827.245
E_HOMO (eV): -9.33

```
! RIJCOSX wB97M-V def2-TZVPD def2/J DEFGRID3
* xyz 0 1
N 1.9181 1.8099 -0.0993
C 2.0515 0.5042 -0.4144
N 0.8970 -0.4334 -0.6656
N 3.2440 -0.2090 -0.4497
H 0.8538 1.9700 -0.1570
H 1.1202 -1.3138 -0.9797
H 0.2192 0.1040 -1.2058
H 4.0327 0.4722 -0.6048
H 3.4364 -1.2664 -0.5187
O -3.2024 1.3382 3.7097
H -2.6464 0.9203 3.0481
H -2.8213 1.1372 4.6440
O -2.3203 -2.4874 -2.9083
H -2.6634 -3.2661 -3.4025
H -2.4838 -1.7978 -3.4851
O -0.7070 1.0596 1.5017
H 0.1483 0.5735 1.3454
H -1.0765 0.8847 0.6422
*
```